[1]
Below is one molecule with the formula C5H5NO in a non-equilibrium geometry, with properties calculated with ωB97M-V/def2-TZVPD.

Each line ends with the Löwdin charge.
Geometry (Å):
N 2.71492 1.30299 0.22991  0.166
C 1.91553 0.46581 0.22869  -0.143
C 0.90964 -0.61690 0.20788  -0.226
O 0.00621 -0.55291 1.41727  -0.041
C -1.09705 -0.29445 0.57976  -0.228
C -0.92923 0.80578 -0.38617  -0.083
C -0.24292 -0.46188 -0.75105  -0.115
H 1.41049 -1.58546 0.17849  0.154
H -2.08755 -0.59853 0.93386  0.151
H -1.82576 1.00899 -0.95771  0.118
H -0.33729 1.66868 -0.10812  0.113
H -0.43699 -1.14213 -1.57280  0.133

Properties
M ... 95.10 u
Electronic energy ... -323.41370 Eh
SMILES ... N#C[C@H]1O[C@H]2C[C@H]21
Total charge ... 0
LUMO level ... 0.9 eV
HOMO-LUMO gap ... 10.44 eV
ΔE to the lowest compared entry with this formula, charge and spin ... 66.51 kcal/mol

***

[2]
Below is C5H5NO2 as an isolated structure in a non-equilibrium geometry, with properties calculated with ωB97M-V/def2-TZVPD.

Each line ends with the Löwdin charge.
Geometry (Å):
C 0.36559 1.00558 -0.71136  -0.294
C -0.65618 -0.12076 -1.11275  -0.057
C -0.46263 -0.96118 0.11616  -0.200
C 0.76733 0.62467 0.76790  -0.131
C -0.58798 0.12086 1.31231  -0.244
H -0.43575 -0.60645 -2.09407  0.137
H -1.67880 0.19322 -0.99958  0.120
H -0.89739 -1.99585 0.23157  0.161
H 1.67457 -0.96318 -0.24014  0.155
H 1.46731 1.32457 1.18573  0.146
N 0.97440 -0.82408 0.56939  0.015
O 0.80430 1.97404 -1.31383  0.093
O -1.33477 0.22856 2.28867  0.099

Properties
M ... 111.10 u
Electronic energy ... -398.67566 Eh
Total charge ... 0
LUMO level ... 0.3 eV
HOMO-LUMO gap ... 9.87 eV
ΔE to the lowest compared entry with this formula, charge and spin ... 64.52 kcal/mol

***

[3]
Below is one molecule with the formula C5H5NO2 in a non-equilibrium geometry, with properties calculated with ωB97M-V/def2-TZVPD.

Each line ends with the Löwdin charge.
Geometry (Å):
O 1.06560 0.60180 -2.40431  0.031
C 0.00714 0.67761 -1.75710  -0.171
N -0.15479 0.43778 -0.39364  0.006
C -1.32991 0.23314 0.29290  -0.095
C -1.03722 -0.37886 1.48928  -0.056
C 0.34883 -0.67898 1.44326  -0.033
C 0.85164 -0.12931 0.34986  -0.367
O 2.09129 -0.31390 -0.10365  0.090
H -0.89611 1.08743 -2.28126  0.155
H -2.30645 0.45816 -0.09006  0.110
H -1.67267 -0.78810 2.22963  0.093
H 0.82165 -1.25912 2.24870  0.128
H 2.21101 0.05234 -1.02362  0.110

Properties
M ... 111.10 u
Electronic energy ... -398.73885 Eh
SMILES ... O=Cn1cccc1O
Total charge ... 0
LUMO level ... 0.4 eV
HOMO-LUMO gap ... 8.64 eV
ΔE to the lowest compared entry with this formula, charge and spin ... 24.87 kcal/mol

***

Question: What is the formula in the third record?
Answer: C5H5NO2

***

Question: What is the total charge in the first record?
Answer: 0

***

Question: The lowest M belongs to which entry?
Answer: C5H5NO